Record 1
3 unconnected molecules or ions with the total composition C6H12O. Source: the OMol25 dataset; level of theory: the ωB97M-V functional and the def2-TZVPD basis.

ORCA input file:
```
! RIJCOSX wB97M-V def2-TZVPD def2/J DEFGRID3
* xyz 0 1
C 1.78456 -0.40098 -1.28907
C 1.66181 0.21972 1.13782
H -1.21792 0.64838 2.20952
C -2.26711 -0.44556 0.24183
C 1.51460 -0.67428 0.16253
H -0.48533 0.62256 2.32714
O -1.07655 1.69134 -0.48007
H -0.91874 -1.59513 -1.20929
H 1.73083 0.66903 -1.51160
H -2.78696 -0.72952 1.14581
C -1.92826 0.60817 -0.74834
H 1.94445 1.25099 0.92927
H 1.22862 -1.69361 0.42564
H 1.52748 -0.05084 2.18134
H -0.42466 1.40665 0.17553
H 2.78828 -0.75971 -1.54657
C -1.48658 -0.80697 -0.73667
H 1.08141 -0.91859 -1.94918
H -2.66994 0.95834 -1.46564
*
```

For the orbital gap, the calculation gives 10.55 eV. The calculation puts the highest occupied orbital energy at -9.4 eV. As for the SMILES: OC1C=C1.[H][H].C=CC.

=====

Record 2
A molecular structure, C7H11Br9O2S. Source: the OMol25 dataset; level of theory: the ωB97M-V functional and the def2-TZVPD basis.

ORCA input file:
```
! RIJCOSX wB97M-V def2-TZVPD def2/J DEFGRID3
* xyz 0 1
H 2.57239 -1.51094 -5.11854
H 2.09678 5.09288 1.05625
H 1.37679 0.76217 -5.76562
O -0.55415 0.68104 -3.19559
Br 3.88583 3.28155 1.06650
Br -5.16064 -0.40396 7.96084
H -3.69859 -2.55701 7.69331
C 1.15640 -1.24527 -2.74506
C 2.65025 -0.87570 -3.01366
Br -2.95990 -1.27286 0.43546
H 2.75386 0.03921 -2.43030
H 0.72201 -0.82005 -1.84030
O -0.48136 -1.31954 -4.81858
Br 0.52708 3.22737 0.72691
H 1.03078 -2.30702 -2.95721
C 2.25457 4.24027 0.39574
Br -4.73720 -0.00089 2.72405
Br -4.79312 -3.17306 9.74543
C 1.66355 0.40570 -4.77628
C -3.99411 -1.89099 8.50399
H 1.89733 1.29383 -4.18920
H -2.32425 0.15249 2.68184
Br 2.39706 4.92192 -1.44261
C -2.96952 -0.66035 2.34864
S 0.16968 -0.33889 -3.94232
H 3.72409 -0.28456 -4.64660
Br -2.45791 -0.99768 9.32430
H 3.40452 -1.60112 -2.70879
Br -2.84461 -2.22768 3.44323
C 2.69233 -0.61079 -4.51568
*
```

For the orbital gap, the calculation gives 9.29 eV. The calculation puts the highest occupied orbital energy at -10.1 eV.

=====

Record 3
2 unconnected molecules or ions with the total composition C5H12N2O. Source: the OMol25 dataset; level of theory: the ωB97M-V functional and the def2-TZVPD basis.

ORCA input file:
```
! RIJCOSX wB97M-V def2-TZVPD def2/J DEFGRID3
* xyz 0 1
C 1.12206 -1.91109 0.87647
C 0.63370 -1.78299 -1.61612
N -0.88485 3.39715 0.94581
H 1.69183 -2.83664 0.80305
N -0.93083 1.14011 0.07554
H 0.66889 -1.86640 1.86565
H 1.15416 -2.70819 -1.86173
H 1.34696 -0.96931 -1.70004
H -2.12666 2.70864 -0.56129
H 1.81833 -1.08416 0.77617
H -0.14496 3.68837 0.32262
O 1.38650 0.91524 -0.33760
H -2.47436 2.07171 1.06546
C 0.05103 -1.84988 -0.20783
H -0.47213 3.11084 1.82486
H -0.67085 -1.02146 -0.02467
C 0.24772 1.01598 -0.13778
H -0.15567 -1.63021 -2.35025
H -0.58534 -2.73815 -0.12930
C -1.67552 2.35045 0.37098
*
```

For the orbital gap, the calculation gives 10.70 eV. The calculation puts the highest occupied orbital energy at -9.9 eV. As for the SMILES: NCN=C=O.CCC.

=====

Record 4
11 unconnected molecules or ions with the total composition C6H29O12. Source: the OMol25 dataset; level of theory: the ωB97M-V functional and the def2-TZVPD basis.

ORCA input file:
```
! RIJCOSX wB97M-V def2-TZVPD def2/J DEFGRID3
* xyz -1 1
H -2.71931 -3.51745 -0.00132
O 0.64509 2.51600 -1.78860
H -0.24537 2.51226 -2.31263
H -0.12767 0.38944 1.58919
H 1.93882 4.55004 -0.14014
H -0.64139 3.00896 2.10137
H 2.17910 1.70006 3.31731
O 2.48125 2.27011 2.58985
H 3.16209 0.20001 -0.67874
C -1.93769 0.14659 0.53565
H 4.18433 1.88724 0.17001
H 0.44445 4.09298 1.81123
C 0.01807 -1.82634 2.56789
H 1.84480 -2.91202 2.53563
O 0.13102 -1.38785 -3.06481
O -1.61344 1.34278 -2.98611
H 2.63383 -1.25071 -0.98402
O 3.69969 1.12276 0.51958
H 0.81359 1.58755 -1.65191
C -0.47352 -0.22907 0.74593
H -1.24802 -2.30849 0.87340
C -2.67264 -0.80600 -0.43638
H 0.52598 -2.19366 0.46812
H -0.84064 -1.41994 3.13577
O 3.05187 -0.50267 -1.38187
O -2.05660 -4.03087 -0.46370
H -0.49302 -1.15860 -2.34601
H -2.14625 1.19309 0.29756
C -0.30381 -1.72794 1.09251
H -2.56542 -0.06295 1.44923
H 0.10825 0.13049 -0.15624
H 1.60299 2.69582 2.39176
H -1.57159 -2.64803 -3.32282
O -3.66005 -1.44537 -0.12276
O -2.06441 -0.78894 -1.59816
H -2.72627 -1.95066 -2.66787
C 1.00125 -2.52753 3.11904
H 1.06017 -3.03254 4.09456
H 3.26318 1.49452 1.30519
O -2.45419 -2.84617 -3.01913
H 0.86652 3.49417 -0.42360
O 0.05310 3.52116 2.59090
H -1.51702 0.76641 -3.72320
H -1.92363 0.71263 -2.28042
H 0.96156 -1.08784 -2.72505
O 1.34719 3.99190 0.32807
H -2.01622 -3.66532 -1.35426
*
```

For the orbital gap, the calculation gives 8.83 eV. The calculation puts the highest occupied orbital energy at -6.4 eV.

=====

Record 5
2 unconnected molecules or ions with the total composition CH6N2S2. Source: the OMol25 dataset; level of theory: the ωB97M-V functional and the def2-TZVPD basis.

ORCA input file:
```
! RIJCOSX wB97M-V def2-TZVPD def2/J DEFGRID3
* xyz 0 1
N 1.26871 -1.65888 -0.07143
N 1.63986 0.61293 -0.12704
H 1.91867 -2.43046 0.17438
H 0.59069 -1.24602 0.64856
H -4.69416 1.10930 1.16818
S -3.79264 0.51851 0.35390
H -1.32224 1.27130 -0.07446
C 1.89823 -0.58440 -0.62655
S -2.21113 1.91303 0.65444
H 2.72027 -0.79891 -1.42914
H 1.98373 1.29361 -0.67083
*
```

For the orbital gap, the calculation gives 8.76 eV. The calculation puts the highest occupied orbital energy at -8.4 eV. As for the SMILES: [H]/N=C/N.SS.

=====

Record 6
A molecular structure, C3H4DyO3. Source: the OMol25 dataset; level of theory: the ωB97M-V functional and the def2-TZVPD basis.

ORCA input file:
```
! RIJCOSX wB97M-V def2-TZVPD def2/J DEFGRID3
* xyz 0 7
Dy 0.65411 -1.15805 1.05155
O -0.54486 -2.23323 -0.97940
H 1.74621 1.42837 -2.55640
C 2.39688 0.83096 -1.90114
C 2.06441 0.27708 -0.53892
C -0.76354 -1.65835 -2.03691
O 2.86443 1.53766 -0.75980
H -0.86276 -0.55545 -2.04640
H 3.16330 0.27883 -2.46810
H -1.03307 -2.23173 -2.94299
O 2.76322 -0.78799 -0.06165
*
```

As for the expectation value of S²: 12.133. For the orbital gap (alpha / beta), the calculation gives 5.52 / 4.67 eV. The calculation puts the highest occupied orbital energy (alpha / beta) at -6.2 / -5.6 eV.

=====

Record 7
A molecular structure, C4H7N. Source: the OMol25 dataset; level of theory: the ωB97M-V functional and the def2-TZVPD basis.

ORCA input file:
```
! RIJCOSX wB97M-V def2-TZVPD def2/J DEFGRID3
* xyz -1 2
H -0.41458 1.19803 -1.28070
C -1.27858 0.96107 -0.55316
C 1.42624 -0.19375 -0.98305
H -2.25429 0.75247 -1.04940
C -0.55362 -0.02388 0.29688
H 1.84068 -1.00401 -1.54828
H -0.29022 -0.94886 2.25042
C 0.02374 -0.18308 1.58295
H 1.53206 0.89984 -0.81234
H -1.39728 1.85928 0.17420
H 1.01278 0.12851 1.73911
N 0.32346 -0.89249 -0.21925
*
```

As for the expectation value of S²: 0.756. For the orbital gap (alpha / beta), the calculation gives 5.66 / 5.44 eV. The calculation puts the highest occupied orbital energy (alpha / beta) at -1.0 / -0.8 eV.

=====

Result set for energy above the lowest of the compared OMol25 structures with the same formula, charge and spin: 110.2; 30.0; 33.1; 6.4; 24.1; 72.5; 105.6 kcal/mol, one per record in the order listed.